# 1
ORCA calculation (ωB97M-V with the def2-TZVPD basis set) on a cluster of 11 separate species, C5H35N2O10 in total.

Gap between HOMO and LUMO   9.761 eV
Molecular weight   283.34 g/mol
Total charge   +1
Relative energy (zero: lowest compared OMol25 entry of this formula, charge and spin)   482.87 kJ/mol

Geometry (Å):
C (2.70, -2.04, 0.59)
C (1.84, -2.26, -0.61)
C (0.73, -1.28, -0.99)
C (-0.70, -1.48, -0.50)
C (-1.42, -0.18, -0.11)
N (-0.83, 1.18, -0.44)
N (1.96, -1.26, 1.66)
H (3.55, -1.45, 0.27)
H (2.90, -3.05, 1.10)
H (1.26, -3.23, -0.63)
H (2.38, -2.55, -1.55)
H (0.99, -0.22, -0.80)
H (0.45, -1.12, -2.12)
H (-0.71, -2.10, 0.40)
H (-1.26, -1.89, -1.31)
H (-2.43, 0.06, -0.55)
H (-1.44, -0.20, 0.97)
H (-0.90, 1.25, -1.44)
H (0.13, 1.15, -0.16)
H (2.65, -1.23, 2.48)
H (1.21, -1.87, 1.94)
H (1.90, -0.21, 1.61)
H (0.09, 3.47, 0.22)
H (0.24, 2.80, 1.48)
O (0.72, 3.47, 0.95)
H (-3.01, 0.21, -3.13)
H (-1.79, -0.22, -3.91)
O (-2.09, -0.07, -3.01)
H (-3.26, -1.95, 0.08)
H (-3.03, -1.49, 1.60)
O (-3.31, -2.18, 1.00)
H (2.90, 1.19, -0.04)
H (2.27, 2.39, 0.66)
O (2.57, 1.47, 0.83)
H (1.34, 1.15, 3.56)
H (2.80, 1.60, 3.52)
O (2.23, 0.82, 3.41)
H (-1.51, -4.69, 0.19)
H (-2.16, -3.87, 1.36)
O (-1.39, -4.43, 1.11)
H (-1.82, 2.45, -3.60)
H (-0.44, 2.82, -3.00)
O (-0.90, 2.18, -3.56)
H (3.39, 0.61, -2.91)
H (2.43, 1.77, -2.95)
O (2.91, 1.21, -2.33)
H (-3.53, 3.52, 0.75)
H (-2.84, 2.77, -0.59)
O (-2.79, 3.16, 0.27)
H (-1.86, 0.96, 3.49)
H (-1.78, 1.67, 2.02)
O (-1.33, 1.17, 2.71)

***

# 2
ORCA calculation (ωB97M-V with the def2-TZVPD basis set) on a cluster of 12 separate species, C5H35N2O12 in total.

Gap between HOMO and LUMO   8.364 eV
Molecular weight   315.34 g/mol
Total charge   -1
Relative energy (zero: lowest compared OMol25 entry of this formula, charge and spin)   306.96 kJ/mol

Geometry (Å):
C (0.67, -1.19, -0.21)
N (2.11, -1.47, -0.27)
C (2.51, -1.96, 1.06)
C (0.35, 0.36, -0.14)
C (-0.84, 0.66, -1.06)
N (0.25, 0.79, 1.22)
C (0.61, 2.13, 1.55)
O (-0.46, 3.06, 1.35)
H (0.18, -1.60, 0.67)
H (0.19, -1.48, -1.14)
H (2.69, -0.68, -0.54)
H (1.86, -2.81, 1.29)
H (2.36, -1.39, 1.98)
H (3.54, -2.31, 1.06)
H (1.23, 0.89, -0.52)
H (-1.75, 0.10, -0.88)
H (-0.47, 0.42, -2.06)
H (-1.08, 1.73, -1.12)
H (-0.57, 0.56, 1.78)
H (1.36, 2.55, 0.86)
H (0.98, 2.28, 2.57)
H (-0.93, -1.10, 3.49)
H (-1.68, -1.83, 2.33)
O (-0.96, -1.89, 2.97)
H (-0.25, -2.77, -3.89)
H (-0.18, -1.48, -4.74)
O (-0.77, -2.19, -4.47)
H (4.67, -0.66, -2.70)
H (4.45, 0.02, -1.30)
O (4.81, 0.13, -2.17)
H (-3.48, 1.71, 1.60)
H (-3.01, -0.71, 1.31)
O (-3.08, -1.44, 0.59)
H (3.56, -3.39, -0.57)
H (2.92, -2.77, -1.74)
O (3.51, -3.49, -1.52)
H (-4.35, 1.09, 0.51)
H (-2.60, 2.20, 3.19)
O (-4.09, 1.94, 0.87)
H (4.25, 0.75, 2.56)
H (2.81, 0.36, 2.36)
O (3.38, 0.84, 2.95)
H (-1.19, 2.14, 3.91)
H (-1.25, 2.54, 1.55)
O (-1.94, 2.69, 3.69)
H (-2.79, 0.84, -2.53)
H (-3.56, 0.45, -3.83)
O (-3.00, 1.12, -3.43)
H (-3.16, -0.07, 3.01)
H (-2.19, -1.53, 0.24)
O (-2.52, 0.31, 2.40)
H (-1.60, 1.38, -4.47)
H (-0.53, 2.41, -4.53)
O (-0.95, 1.75, -5.09)

***

In eV Å⁻¹, the strongest force on any atom values for the records above are, in order, 4.43; 2.81.
In eV, the HOMO energy values for the records above are, in order, -12.3; -6.2.